Entry 1:
This record from the Open Molecules 2025 dataset describes C8H6O3 in the gas phase. The level of theory is the ωB97M-V functional and the def2-TZVPD basis.

The value obtained for the gap between HOMO and LUMO is 8.845 eV. The calculation puts the energy relative to the best compared isomer or geometry (same formula, charge and spin) at 2.816 eV.

Last column: Löwdin charge in e.
Geometry (Å):
1 H 2.317 -1.297 -0.637  0.14
2 H 2.074 0.716 -1.905  0.16
3 H -0.654 -2.009 3.006  0.12
4 O 0.283 -2.177 1.330  0.02
5 C 0.098 1.286 -0.938  -0.17
6 C -0.922 -2.037 2.020  -0.15
7 H -1.625 1.430 0.218  0.06
8 C 0.380 -1.022 0.423  -0.15
9 O -0.973 2.885 -2.426  0.01
10 C -0.929 0.872 -0.055  0.10
11 O -1.488 -0.852 1.534  0.08
12 H 1.000 3.178 -1.687  0.15
13 H -1.454 -2.858 1.778  0.11
14 C -0.746 -0.301 0.584  -0.24
15 C 1.234 0.421 -1.115  -0.03
16 C 0.022 2.523 -1.726  -0.19
17 C 1.383 -0.758 -0.405  -0.01

Atoms 1-6, force components in eV/Å:
H -0.919 -0.205 0.756
H -1.994 -0.542 1.891
H -0.002 0.527 2.956
O 1.953 1.761 -2.454
C 0.921 -1.899 0.065
C 2.128 1.927 -2.186


Entry 2:
This record from the Open Molecules 2025 dataset describes a molecular structure, C16H32EuO5S3. The level of theory is the ωB97M-V functional and the def2-TZVPD basis.

The value obtained for the gap between HOMO and LUMO (spin up / spin down) is 7.426 / 10.255 eV. As for the net charge: +3. The expectation value of S² is 12.01. The spin multiplicity is 7. The calculation puts the energy relative to the best compared isomer or geometry (same formula, charge and spin) at 0.046 eV.

Last column: Mulliken spin population.
Geometry (Å):
1 H -4.030 -1.897 1.131  0.00
2 H 0.372 -0.168 -3.501  0.00
3 O -0.688 1.667 -1.816  -0.01
4 H -1.017 -2.751 -3.273  0.00
5 C -0.681 -2.397 -2.298  0.00
6 C 0.554 -2.126 2.931  0.00
7 H 3.893 1.816 -0.685  0.00
8 H -1.879 1.565 4.039  0.00
9 H -1.530 -2.172 3.530  0.00
10 H 2.533 2.333 1.230  0.00
11 C -3.239 -1.351 1.646  0.00
12 H 4.177 -0.425 -1.073  0.00
13 H -2.325 1.197 -3.010  0.00
14 S -1.970 1.226 1.682  -0.01
15 C 2.813 1.793 -0.830  0.00
16 O 1.217 -2.007 -0.900  -0.01
17 Eu -0.032 0.044 -0.136  6.07
18 H 0.482 1.641 3.508  0.00
19 H -3.574 0.288 0.261  0.00
20 H -1.244 -2.915 -1.525  0.00
21 S 0.981 -0.403 2.503  -0.01
22 H -1.207 -0.631 -4.179  0.00
23 H 0.395 4.406 -0.278  0.00
24 H -0.927 1.850 -3.887  0.00
25 H 0.195 0.325 4.638  0.00
26 H 0.846 -2.281 3.970  0.00
27 C -0.889 -2.568 2.747  0.00
28 H -3.361 -1.554 2.708  0.00
29 C 0.006 0.666 3.619  0.00
30 O 2.317 0.446 -0.684  -0.01
31 O -0.981 -0.991 -2.136  -0.01
32 H -1.352 3.633 -2.049  0.00
33 C -0.451 3.090 -1.760  0.00
34 C -1.496 0.774 3.395  0.00
35 S -1.663 -2.142 1.132  -0.01
36 C 3.123 -0.571 -1.315  0.00
37 H 2.580 2.159 -1.833  0.00
38 C -0.706 -0.197 -3.313  0.00
39 C 2.649 -1.897 -0.754  0.00
40 H 1.381 -2.254 -2.966  0.00
41 C -3.394 0.129 1.325  0.00
42 H 0.988 -3.725 -2.056  0.00
43 H 2.856 -1.928 0.316  0.00
44 H -4.255 0.521 1.867  0.00
45 H -0.925 -3.655 2.816  0.00
46 H 3.159 -2.731 -1.235  0.00
47 H 2.387 3.683 0.093  0.00
48 H 0.351 3.342 -2.457  0.00
49 H 1.230 -2.716 2.311  0.00
50 C -0.099 3.436 -0.318  0.00
51 C -1.236 1.199 -3.069  0.00
52 H 3.002 -0.512 -2.400  0.00
53 C 2.156 2.631 0.252  0.00
54 O 0.727 2.416 0.282  -0.01
55 H -1.003 3.484 0.285  0.00
56 H -2.021 -0.143 3.645  0.00
57 C 0.804 -2.653 -2.128  0.00

Atoms 1-6, force components in eV/Å:
H -0.041 0.006 0.049
H 0.005 -0.051 0.005
O 0.032 -0.232 0.105
H -0.050 0.060 -0.013
C 0.223 -0.295 0.121
C -0.028 0.250 -0.107


Entry 3:
This record from the Open Molecules 2025 dataset describes a molecular structure, C6H7AsMoNOS4. The level of theory is the ωB97M-V functional and the def2-TZVPD basis.

The value obtained for the gap between HOMO and LUMO (spin up / spin down) is 6.669 / 7.027 eV. As for the net charge: +1. The expectation value of S² is 2.07. The spin multiplicity is 3. The calculation puts the energy relative to the best compared isomer or geometry (same formula, charge and spin) at 0.979 eV.

Last column: Mulliken spin population.
Geometry (Å):
1 C -1.139 -1.016 -0.005  0.06
2 C 1.068 -1.693 -0.038  0.01
3 C 0.708 -3.019 0.036  0.00
4 C -2.148 0.096 -0.031  -0.04
5 H -2.745 0.088 0.882  0.00
6 H -2.807 -0.008 -0.894  0.00
7 S 0.305 3.758 -0.159  0.05
8 H 1.476 -3.779 0.049  0.00
9 As 2.390 4.522 0.171  0.00
10 O -1.423 1.326 -0.121  -0.01
11 S 3.215 5.099 -1.564  -0.01
12 H 2.105 -1.400 -0.084  -0.01
13 N 0.162 -0.692 -0.058  -0.05
14 H -0.956 -4.379 0.153  0.00
15 C -1.573 -2.328 0.070  0.00
16 S 2.965 4.412 2.092  0.01
17 S 2.849 1.315 -0.414  -0.35
18 C -0.639 -3.346 0.093  0.01
19 Mo 0.820 1.484 -0.208  2.31
20 H -2.633 -2.540 0.111  0.00
21 H -1.999 2.100 -0.081  0.00

Atoms 1-6, force components in eV/Å:
C -0.025 -0.029 -0.001
C 0.030 0.011 0.019
C -0.001 0.006 0.001
C 0.055 -0.011 0.001
H -0.002 -0.004 -0.005
H 0.001 -0.002 0.002


no.,maximum force (eV Å⁻¹)
1,8.32
2,0.44
3,0.82